Computed, not measured: 2 unconnected molecules or ions with the total composition C3H8NO2, with ωB97M-V/def2-TZVPD.

Structure (XYZ):
```
14
Properties=species:S:1:pos:R:3
O -0.5149 0.0655 -1.0038
C 0.2200 0.2295 -1.9587
O 0.4830 1.3534 -2.5408
H 0.6315 -0.6791 -2.4614
H 1.0166 1.3210 -3.3505
C -1.0249 -1.2542 1.5502
C 0.7990 0.0440 2.4267
N 0.0603 -0.2937 1.4486
H -1.5265 -1.5372 0.6284
H -1.8667 -0.9290 2.1760
H -0.5650 -2.1532 1.9813
H 0.5323 -0.2999 3.4114
H 1.6494 0.6721 2.1882
H 0.1068 0.1448 0.4712
```

Properties
E_LUMO	-4.63	eV
net charge	+1
spin multiplicity	1
relative energy (zero: lowest compared OMol25 entry of this formula, charge and spin)	37.7	kcal/mol
Kohn-Sham gap	10.708	eV

Atomic partial charges in e from the Löwdin method, atoms 1 to 2: O 0.025; C -0.345


Computed, not measured: a gas-phase ion, C3H8NO2 (charge +1), with ωB97M-V/def2-TZVPD.

Structure (XYZ):
```
14
Properties=species:S:1:pos:R:3
C 2.0816 -0.4117 0.0354
C 0.8205 0.4825 0.2271
N -0.5194 -0.1849 0.2479
O -0.6598 -1.2152 1.0030
C -1.5767 0.6010 -0.3859
O -2.7643 -0.0081 -0.5169
H 1.7925 -1.2753 -0.4759
H 2.9389 0.1121 -0.5690
H 2.4964 -0.7751 1.0067
H 0.7426 1.2028 -0.6772
H 0.9427 1.0476 1.2306
H -1.5984 -1.3325 1.1043
H -1.3181 1.4018 -1.0364
H -3.3784 0.3550 -1.1937
```

Properties
E_LUMO	-5.22	eV
net charge	+1
spin multiplicity	1
relative energy (zero: lowest compared OMol25 entry of this formula, charge and spin)	103.6	kcal/mol
Kohn-Sham gap	9.592	eV
structure (SMILES)	CC/[N+](O)=C/O

Atomic partial charges in e from the Löwdin method, atoms 1 to 2: C -0.063; C -0.150


Computed, not measured: 2 unconnected molecules or ions with the total composition C3H8NO2, with ωB97M-V/def2-TZVPD.

Structure (XYZ):
```
14
Properties=species:S:1:pos:R:3
O -1.6453 -1.3372 0.2262
C -2.4326 -1.0790 -0.6362
O -3.5353 -0.3178 -0.4023
H -2.2539 -1.2300 -1.7182
H -4.2178 -0.5952 -1.0315
C 2.4444 0.8806 -0.2532
C 0.7475 -0.0191 1.3180
N 1.0704 0.5484 0.2357
H 2.7991 1.8754 0.0271
H 2.3919 0.6508 -1.2981
H 3.1332 0.0410 0.0745
H 1.5168 -0.3600 2.0915
H -0.2978 -0.0063 1.6270
H 0.2794 0.9484 -0.2605
```

Properties
E_LUMO	-4.85	eV
net charge	+1
spin multiplicity	1
relative energy (zero: lowest compared OMol25 entry of this formula, charge and spin)	44.9	kcal/mol
Kohn-Sham gap	9.875	eV

Atomic partial charges in e from the Löwdin method, atoms 1 to 2: O 0.053; C -0.357


Computed, not measured: a gas-phase ion, C3H8NO2 (charge +2), with ωB97M-V/def2-TZVPD.

Structure (XYZ):
```
14
Properties=species:S:1:pos:R:3
C -0.3036 0.0816 -0.6878
C 0.0688 0.0407 0.8066
C 0.8016 -1.3153 1.0224
O -0.1426 -2.1827 1.2496
O 2.0070 -1.3308 0.8733
N -0.4766 1.5479 -1.2401
H -1.1857 -0.4639 -1.0330
H 0.5384 -0.2427 -1.3298
H 0.8831 0.7706 1.0183
H -0.7494 0.2193 1.4871
H 0.1014 -3.0267 1.7103
H -0.7527 2.0539 -0.3904
H 0.3669 2.0731 -1.5083
H -1.1567 1.7750 -1.9780
```

Properties
E_LUMO (alpha / beta)	-9.33 / -14.42	eV
net charge	+2
spin multiplicity	2
relative energy (zero: lowest compared OMol25 entry of this formula, charge and spin)	17.7	kcal/mol
⟨S²⟩	0.756
Kohn-Sham gap (alpha / beta)	13.709 / 8.543	eV

Atomic partial charges in e from the Löwdin method, atoms 1 to 2: C -0.054; C 0.006


Computed, not measured: a gas-phase ion, C3H8NO2S (charge -1), with ωB97M-V/def2-TZVPD.

Structure (XYZ):
```
15
Properties=species:S:1:pos:R:3
C -0.3497 -0.7311 -1.5137
C 0.3904 -0.5365 1.5777
C 0.7538 -0.0388 -0.7224
N 0.4403 0.4141 0.5252
O -1.1070 2.2118 1.7723
O -1.1165 2.3122 -0.6305
S -1.1999 1.4440 0.5581
H 0.1087 -1.0765 -2.3872
H -0.8258 -1.4776 -0.9318
H 0.0948 0.0675 2.4739
H -0.1981 -1.4655 1.4463
H 1.5317 -1.0191 1.7240
H 1.6895 -0.7498 -0.6839
H -1.2673 -0.1402 -1.7346
H 1.0551 0.7854 -1.4735
```

Properties
E_LUMO	4.11	eV
net charge	-1
spin multiplicity	1
relative energy (zero: lowest compared OMol25 entry of this formula, charge and spin)	69.6	kcal/mol
Kohn-Sham gap	7.257	eV

Atomic partial charges in e from the Löwdin method, atoms 1 to 2: C -0.144; C -0.231


Computed, not measured: a gas-phase ion, C3H8NO2S (charge -1), with ωB97M-V/def2-TZVPD.

Structure (XYZ):
```
15
Properties=species:S:1:pos:R:3
C 0.1887 -0.3967 1.7456
S -0.3374 0.8562 0.7646
O 0.3618 2.0636 1.1572
O -2.3509 1.2424 0.3165
N 0.1374 0.3220 -0.7903
C -0.9413 -0.4894 -1.3274
C 1.4784 -0.1733 -0.6445
H 0.4412 0.1259 2.6829
H -0.8121 -0.9267 2.0555
H -1.3280 -0.0043 -2.2413
H -0.7238 -1.5789 -1.2953
H -1.7718 -0.3028 -0.5630
H 2.0899 0.0322 -1.6006
H 1.9428 0.4699 0.1034
H 1.6251 -1.2402 -0.3632
```

Properties
E_LUMO	4.10	eV
net charge	-1
spin multiplicity	1
relative energy (zero: lowest compared OMol25 entry of this formula, charge and spin)	179.2	kcal/mol
Kohn-Sham gap	8.016	eV
structure (SMILES)	C=[S@](=O)([O-])N(C)C

Atomic partial charges in e from the Löwdin method, atoms 1 to 2: C -0.338; S 0.741


Computed, not measured: a gas-phase ion, C3H8NO2S (charge +1), with ωB97M-V/def2-TZVPD.

Structure (XYZ):
```
15
Properties=species:S:1:pos:R:3
C -1.2652 1.0726 -0.2248
C 1.5789 -0.7791 0.2222
C 0.0610 -1.0699 -0.0703
N -1.8681 1.7949 -1.1694
O -1.3127 1.4930 1.0146
O -0.6878 0.0196 -0.6712
S 2.3492 -2.3959 0.5470
H -0.5124 1.3047 1.5333
H 1.8597 -0.4088 -0.6714
H 1.6931 -0.0498 0.9260
H -0.5162 -1.3651 0.8379
H -0.0710 -1.7956 -0.8256
H -2.0878 1.4884 -2.1054
H -2.1655 2.7648 -1.0898
H 2.9449 -2.0741 1.7471
```

Properties
E_LUMO (alpha / beta)	-3.42 / -6.75	eV
net charge	+1
spin multiplicity	3
relative energy (zero: lowest compared OMol25 entry of this formula, charge and spin)	23.5	kcal/mol
⟨S²⟩	2.004
Kohn-Sham gap (alpha / beta)	4.457 / 9.294	eV

Atomic partial charges in e from the Löwdin method, atoms 1 to 2: C -0.438; C -0.477


Computed, not measured: 2 unconnected molecules or ions with the total composition C3H8NO3, with ωB97M-V/def2-TZVPD.

Structure (XYZ):
```
15
Properties=species:S:1:pos:R:3
O -0.8440 0.0517 -2.4420
C -0.0413 0.3251 -1.5480
N -0.2282 0.1371 -0.2393
C -1.3878 -0.7783 0.3843
O -0.8778 -1.4126 1.4336
C 1.2558 1.0757 -1.9397
H 0.5440 0.2601 0.3908
H -1.7993 -1.3580 -0.4549
H -2.0300 0.0564 0.7066
H 1.4218 0.8928 -2.9869
H 0.8312 2.0920 -1.9016
H 2.0699 0.8813 -1.2486
H 0.4379 -1.2920 2.7266
H 0.0756 -0.0671 3.4985
O 0.5723 -0.8643 3.6206
```

Properties
E_LUMO	3.87	eV
net charge	-1
spin multiplicity	1
relative energy (zero: lowest compared OMol25 entry of this formula, charge and spin)	38.1	kcal/mol
Kohn-Sham gap	7.458	eV

Atomic partial charges in e from the Löwdin method, atoms 1 to 2: O -0.032; C -0.609


Computed, not measured: 2 unconnected molecules or ions with the total composition C3H8NO3, with ωB97M-V/def2-TZVPD.

Structure (XYZ):
```
15
Properties=species:S:1:pos:R:3
O -1.5824 -0.8188 1.8833
C -0.4670 -1.1603 1.2801
C 0.3519 0.0881 0.8176
N -0.4522 0.5332 -0.3449
C -1.0652 -0.6802 -0.8737
O -0.6647 -1.7647 -0.0646
H 0.1569 -1.9043 1.8304
H 1.3210 -0.2709 0.4252
H 0.4215 0.7911 1.6363
H -1.1426 1.1717 0.0254
H -0.6942 -0.8795 -1.8865
H -2.1608 -0.6093 -0.9341
H 2.3263 1.4502 -0.6849
H 1.3898 1.9218 -1.7398
O 2.2619 2.1318 -1.3697
```

Properties
E_LUMO	4.08	eV
net charge	-1
spin multiplicity	1
relative energy (zero: lowest compared OMol25 entry of this formula, charge and spin)	58.6	kcal/mol
Kohn-Sham gap	7.093	eV

Atomic partial charges in e from the Löwdin method, atoms 1 to 2: O -0.241; C -0.613


Computed, not measured: 2 unconnected molecules or ions with the total composition C3H8NO4, with ωB97M-V/def2-TZVPD.

Structure (XYZ):
```
16
Properties=species:S:1:pos:R:3
C 0.1856 -1.1002 -0.8656
C 1.5803 -1.0229 -0.4056
O 1.8486 -1.6750 0.8637
N -0.6377 0.0618 -0.3334
C -1.2370 0.0887 0.9839
O -1.9194 1.0852 1.2796
O -1.1269 -1.0346 1.5337
H -0.4135 -2.0235 -0.4535
H -0.0013 -1.0023 -1.9575
H 2.2503 -1.7164 -1.0327
H 2.1193 -0.1025 -0.5240
H 0.9692 -1.4253 1.2648
H -0.6927 0.8260 -0.8951
H -0.3169 2.6088 0.0227
H -1.7369 3.0093 0.4272
O -0.8710 3.4231 0.0919
```

Properties
E_LUMO	3.80	eV
net charge	-1
spin multiplicity	1
relative energy (zero: lowest compared OMol25 entry of this formula, charge and spin)	24.5	kcal/mol
Kohn-Sham gap	8.721	eV

Atomic partial charges in e from the Löwdin method, atoms 1 to 2: C -0.191; C -0.296


Computed, not measured: 2 unconnected molecules or ions with the total composition C3H8NO4, with ωB97M-V/def2-TZVPD.

Structure (XYZ):
```
16
Properties=species:S:1:pos:R:3
C -0.1883 -0.7973 -1.5861
C 1.2962 -1.1675 -1.5068
O 1.8304 -1.3558 -0.1847
N -0.6939 0.2022 -0.6527
C -0.7641 -0.1691 0.7076
O -1.0224 0.7932 1.4998
O -0.5793 -1.3478 0.9747
H -0.8020 -1.6636 -1.4594
H -0.3486 -0.4010 -2.5811
H 1.4660 -2.1517 -1.9625
H 1.8679 -0.3475 -1.9666
H 1.1021 -1.2021 0.4332
H -0.2774 1.1126 -0.7591
H 0.3962 3.0341 1.4536
H -0.7835 2.3821 0.8876
O -0.3158 3.2473 0.8354
```

Properties
E_LUMO	3.88	eV
net charge	-1
spin multiplicity	1
relative energy (zero: lowest compared OMol25 entry of this formula, charge and spin)	2.4	kcal/mol
Kohn-Sham gap	8.823	eV

Atomic partial charges in e from the Löwdin method, atoms 1 to 2: C -0.210; C -0.243


Computed, not measured: a gas-phase ion, C3H8NOS (charge +1), with ωB97M-V/def2-TZVPD.

Structure (XYZ):
```
14
Properties=species:S:1:pos:R:3
N 1.3393 0.9028 -0.2027
C 0.0631 0.1310 -0.3897
C -1.0778 1.0703 -0.0702
O -0.8386 2.1862 0.3029
C 0.0939 -1.1966 0.3795
S -1.2814 -2.3202 -0.0751
H 1.4324 1.6067 -0.9450
H 1.3404 1.4147 0.6852
H 2.1463 0.2817 -0.2779
H 0.0073 -0.1621 -1.4477
H -2.0846 0.6702 -0.2164
H 0.9954 -1.7441 0.0863
H 0.0569 -1.1054 1.4573
H -2.1927 -1.7352 0.7136
```

Properties
E_LUMO	-3.98	eV
net charge	+1
spin multiplicity	1
relative energy (zero: lowest compared OMol25 entry of this formula, charge and spin)	5.8	kcal/mol
Kohn-Sham gap	9.586	eV
structure (SMILES)	[NH3+][C@H](C=O)CS

Atomic partial charges in e from the Löwdin method, atoms 1 to 2: N 0.229; C -0.322